A structure of composition C14H33F6NNiO17S6 at a distorted geometry, computed with ωB97M-V/def2-TZVPD.

Values from the calculation:
Energy relative to the best compared isomer or geometry (same formula, charge and spin), kcal per mole: 42.1
M, Da: 852.5
Orbital gap (alpha / beta), eV: 8.75 / 8.61
2S+1: 3
LUMO (alpha / beta), eV: 0.318 / 0.313
F_max, eV Å⁻¹: 3.5
Electronic energy, eV: -173706.2694

```
78
Properties=species:S:1:pos:R:3:forces:R:3
Ni -0.28235 0.16521 -0.03639 1.05 0.86 -2.22
C 0.29736 -2.73057 2.78730 -0.44 1.92 -0.18
F 1.29718 -2.02870 2.22810 0.23 -0.11 -0.04
F 0.35876 -3.95112 2.31583 -0.29 -0.40 0.24
F 0.44529 -2.67531 4.09436 0.03 -0.58 0.17
S -1.33053 -1.82877 2.27978 -0.13 -0.83 -0.56
O -1.66555 -2.58535 1.09189 0.11 1.02 0.43
O -2.27650 -1.88691 3.36962 0.98 0.39 -0.73
N -0.80687 -0.24935 1.86005 -0.87 -2.45 2.40
S -0.63804 0.66794 3.21822 1.47 2.93 -0.42
O -0.57681 0.04152 4.49936 -0.35 -0.82 -0.42
O 0.41350 1.65116 2.97012 -1.46 -1.21 -0.21
C -2.27434 1.62461 3.23242 0.40 0.07 -0.70
F -2.62643 2.07123 2.02311 0.21 -0.44 -0.05
F -3.22749 0.80942 3.66872 -0.06 0.26 0.23
F -2.15626 2.70533 3.99504 0.00 -0.34 0.54
O 0.29780 0.62006 -1.89446 -0.65 -0.22 1.25
H -0.16502 1.44776 -2.03166 -0.19 0.04 -0.35
O 0.19063 -1.83711 -0.71920 0.30 -0.52 -0.20
S 0.07480 -2.75936 -1.82842 -0.60 -1.34 0.06
O 0.64788 -2.46124 -3.10070 -0.42 0.23 0.41
O 0.68877 -4.21227 -1.38857 -0.83 1.29 0.34
C 2.09511 -4.24506 -1.09924 1.24 1.40 -0.57
C 2.72989 -5.28182 -1.99892 -0.91 -1.30 0.98
C -1.65860 -3.32367 -1.94759 -0.11 0.34 0.09
H 2.24147 -4.32931 -0.02211 -0.18 -0.64 -0.03
H 2.61061 -3.30449 -1.33683 -0.68 0.30 -0.12
H 2.55199 -6.23967 -1.49672 0.36 -0.21 -0.32
H 3.79220 -5.15973 -2.18541 -0.03 0.20 0.02
H 2.14095 -5.33360 -2.91178 0.33 0.25 -0.24
H -1.78876 -3.97409 -2.80848 0.36 -0.05 0.00
H -2.36527 -2.49647 -2.04454 0.63 0.48 -0.29
H -2.00946 -3.80438 -1.03516 0.73 -0.22 0.10
O -2.38178 -0.00036 -0.55878 -1.02 0.53 -0.10
S -3.82343 0.11969 -0.52988 -0.97 -1.11 -0.41
O -4.53280 1.34376 -0.25477 1.09 -1.04 -0.07
O -4.30257 -0.44794 -1.97824 0.40 0.54 0.25
C -5.67579 -0.11433 -2.28838 -1.35 0.31 1.24
C -6.24634 -0.72926 -3.53416 0.53 -0.21 -1.00
C -4.39979 -1.25142 0.48086 0.29 -0.56 0.36
H -5.81402 0.96541 -2.25013 0.38 0.08 -0.51
H -6.29093 -0.42475 -1.43443 0.07 -0.31 -0.02
H -5.76657 -0.33840 -4.43417 0.13 -0.03 0.06
H -7.30370 -0.49271 -3.65399 0.00 0.26 0.40
H -6.19632 -1.81737 -3.59401 0.26 0.00 0.32
H -3.85616 -2.14976 0.18812 0.39 0.35 -0.23
H -5.44127 -1.56011 0.40546 -0.21 0.88 -0.24
H -4.14779 -1.09805 1.53067 -0.04 0.38 -0.05
O -0.27460 2.44389 0.31814 -0.61 0.86 0.00
S -0.33207 3.76378 -0.28697 1.69 0.33 -0.24
O -1.52909 4.27889 -0.86496 0.19 -0.23 0.38
O 0.21221 4.89305 0.74993 -1.25 -1.20 -0.88
C 1.21945 4.49123 1.70062 0.07 0.28 0.15
C 0.76358 4.74691 3.11935 0.89 -0.26 0.24
C 1.02634 3.84566 -1.46289 -0.14 -0.18 0.03
H 2.11190 5.07185 1.45155 -0.07 -0.05 -0.02
H 1.41768 3.42369 1.58205 0.11 0.11 0.06
H 0.13654 3.91615 3.43639 -0.02 0.29 0.23
H 0.33835 5.71617 3.37126 -0.29 0.04 -0.61
H 1.70999 4.74352 3.67323 -0.21 -0.38 0.35
H 1.10942 4.87486 -1.80288 -0.01 0.01 0.08
H 0.90018 3.16707 -2.30394 -0.41 -0.01 0.06
H 1.93273 3.49915 -0.96672 -0.07 0.18 0.25
O 1.88371 0.54739 0.36800 -0.39 0.30 0.66
S 3.12293 0.02268 -0.09077 2.05 0.16 -0.51
O 3.17072 -0.71930 -1.31617 0.21 -0.12 0.92
O 4.15022 1.24960 -0.21329 -1.49 0.32 0.04
C 5.35546 1.09440 -0.96994 0.67 -0.92 -0.18
C 5.87242 2.48980 -1.29577 -0.11 -0.29 1.44
C 3.90021 -0.82002 1.29667 -1.90 -1.76 -0.03
H 5.19009 0.49306 -1.86601 -0.39 0.27 -0.03
H 5.99733 0.46617 -0.33955 0.42 0.40 -0.12
H 4.97278 3.10296 -1.24540 0.18 0.32 -0.89
H 6.47963 2.52497 -2.19381 -0.39 0.12 -0.24
H 6.48043 2.87773 -0.47482 0.12 -0.15 -0.02
H 3.55035 -1.84461 1.10772 0.64 -0.17 -0.18
H 3.31616 -0.66447 2.20437 0.28 0.95 -0.03
H 4.96827 -0.80652 1.47267 0.05 0.41 -0.52
```
Positions in Å, forces in eV/Å.